Record 1
Entry from OMol25: a gas-phase ion, C4H3N4O3 (charge -1) in a non-equilibrium geometry (ωB97M-V with the def2-TZVPD basis set).

- charge = -1
- E_LUMO (alpha / beta) (eV) = 3.5 / 3.5
- HOMO-LUMO gap (alpha / beta) (eV) = 6.926 / 6.927

Geometry as XYZ:
```
14
Properties=species:S:1:pos:R:3:forces:R:3
C -1.490466 1.446776 -0.659304 3.1 -0.3 0.4
C -1.926665 0.301417 -0.125823 2.3 0.3 -1.0
C -0.125999 1.888266 -0.951555 -2.2 1.3 0.4
C -0.040641 -1.263383 0.209946 -4.0 2.5 0.5
N -1.153034 -0.785040 0.054003 3.8 -2.9 1.3
N 0.915916 -2.027490 0.275164 1.8 -1.7 -0.4
N 0.887650 1.127506 -0.730690 1.4 -2.3 0.4
N 1.741867 -2.347595 1.367876 -0.4 1.4 -0.5
O 2.084390 1.516617 -0.887789 -0.6 0.5 -0.1
O 1.514680 -1.907906 2.495928 0.0 -0.7 -1.1
O 2.695363 -3.008057 1.017110 -0.1 -0.2 0.9
H -2.265785 2.107206 -0.755308 -1.7 2.0 -0.7
H -2.885850 0.004423 -0.184055 -3.5 -0.2 0.2
H 0.048574 2.947262 -1.125503 0.0 0.2 -0.4
```
Forces are in eV/Å.

***

Record 2
Entry from OMol25: a single C4H3NO molecule in a non-equilibrium geometry (ωB97M-V with the def2-TZVPD basis set).

- E_LUMO (eV) = -1.0
- HOMO-LUMO gap (eV) = 7.931

Geometry as XYZ:
```
9
Properties=species:S:1:pos:R:3:forces:R:3
C -0.170854 0.575574 -0.034232 0.8 -3.1 0.0
C -1.456766 0.311471 0.001696 0.7 0.9 -0.1
C 0.513178 -0.936489 -0.030200 -1.7 3.6 0.1
C -0.688913 -1.835534 -0.015121 0.8 -1.9 0.0
N 1.747965 -1.104182 0.010135 0.5 0.1 0.0
O -1.723459 -1.091883 0.008959 -0.6 0.1 0.0
H 0.408783 1.465673 -0.046427 0.0 0.5 0.0
H -2.346056 0.907880 0.015586 -0.2 0.1 0.0
H 2.071401 -2.067120 0.036082 -0.4 -0.3 0.0
```
Forces are in eV/Å.

***

Record 3
Entry from OMol25: a single C4H3NO molecule in a non-equilibrium geometry (ωB97M-V with the def2-TZVPD basis set).

- E_LUMO (eV) = 0.5
- HOMO-LUMO gap (eV) = 11.540

Geometry as XYZ:
```
9
Properties=species:S:1:pos:R:3:forces:R:3
C 2.164356 0.163757 -0.162550 -0.6 -0.1 0.0
C 0.965434 0.061942 -0.154526 0.5 0.0 0.0
C -0.494518 -0.099165 -0.304823 0.1 -0.3 -0.1
O -1.175842 1.082951 -0.636800 -0.1 0.1 0.2
C -1.110836 -0.830210 0.830530 -0.4 -0.6 0.6
N -1.645146 -1.490364 1.614103 0.5 0.7 -0.6
H 3.230972 0.241580 -0.180221 -0.2 0.0 0.1
H -0.663305 -0.774011 -1.149365 0.1 0.1 -0.1
H -1.271112 1.643518 0.143653 0.1 -0.1 0.0
```
Forces are in eV/Å.

***

Record 4
Entry from OMol25: a single C4H3NO molecule in a non-equilibrium geometry (ωB97M-V with the def2-TZVPD basis set).

- E_LUMO (eV) = 0.5
- HOMO-LUMO gap (eV) = 11.588

Geometry as XYZ:
```
9
Properties=species:S:1:pos:R:3:forces:R:3
C -1.544381 0.035397 1.318720 0.3 0.1 -0.4
C -0.740770 0.295117 0.462649 -0.4 -0.1 0.5
C 0.394594 0.446426 -0.465044 0.1 0.1 0.2
O 0.098989 0.183103 -1.809783 -0.1 -0.2 0.0
C 1.452102 -0.443138 0.091996 0.8 -0.6 0.4
N 2.213489 -1.145293 0.605212 -0.6 0.7 -0.6
H -2.230009 -0.212315 2.098518 0.0 0.1 -0.2
H 0.773884 1.473284 -0.442536 -0.1 -0.1 0.1
H -0.417898 -0.632580 -1.859733 0.1 0.1 0.0
```
Forces are in eV/Å.

***

Energy above the lowest of the compared OMol25 structures with the same formula, charge and spin, respectively: 415.6 286.5 150.1 150.2 kJ/mol.